C6H7HgO | ωB97M-V/def2-TZVPD

Values from the calculation:
- maximum force (eV/Å) = 4.5
- HOMO level (spin up / spin down) (eV) = -7.07 / -7.03
- orbital gap (spin up / spin down) (eV) = 7.1 / 6.2
- charge = 0
- expectation value of S² = 0.76
- spin multiplicity = 2
- LUMO energy (spin up / spin down) (eV) = 0.04 / -0.84

XYZ file:
```
15
C6H7HgO, DFT ωB97M-V/def2-TZVPD
C -0.10052 -0.35114 1.18260
C -0.59270 -0.39217 -0.04294
C -0.36000 -1.54559 -0.98306
C -0.61598 -1.19245 -2.41584
O -0.46718 -0.06868 -2.86926
Hg 0.21496 1.66182 -1.75560
H -0.57645 0.16352 2.02447
H -1.02505 -2.40300 -0.75874
H 0.63998 -2.02235 -0.96983
H -0.76586 -2.04123 -3.11269
C 2.33510 0.57996 2.15621
H 1.98632 1.60372 2.33683
H 3.17351 0.25115 2.77941
C 1.64147 -0.26746 1.37257
H 2.08848 -1.26717 1.26548
```


C5H7NO | ωB97M-V/def2-TZVPD

Values from the calculation:
- energy relative to the best compared isomer or geometry (same formula, charge and spin) (kcal per mole) = 51.7
- maximum force (eV/Å) = 0.9
- HOMO level (eV) = -9.39
- orbital gap (eV) = 10.4
- charge = 0
- spin multiplicity = 1
- LUMO energy (eV) = 1.00

XYZ file:
```
14
C5H7NO, DFT ωB97M-V/def2-TZVPD
C 0.04007 1.72601 0.78447
C -0.17365 0.48715 -0.01364
N -1.49257 -0.12783 0.01111
C -0.37650 -0.91388 0.49519
C 0.37755 -1.56994 -0.66371
C 0.85223 -0.09507 -0.96188
O 1.83243 0.42964 -1.42464
H 1.07238 1.73482 1.14094
H -0.64382 1.73840 1.63890
H -0.14454 2.61365 0.17630
H -1.83236 -0.50195 -0.87124
H -0.25031 -1.18855 1.53880
H -0.29034 -1.91905 -1.45603
H 1.02942 -2.41339 -0.39457
```


C9H15N2 | ωB97M-V/def2-TZVPD

Values from the calculation:
- energy relative to the best compared isomer or geometry (same formula, charge and spin) (kcal per mole) = 50.5
- maximum force (eV/Å) = 4.6
- HOMO level (eV) = -12.52
- orbital gap (eV) = 8.5
- charge = +1
- spin multiplicity = 1
- LUMO energy (eV) = -4.06

XYZ file:
```
26
C9H15N2, DFT ωB97M-V/def2-TZVPD
C 3.59819 -0.97432 -0.51614
C 2.57712 -1.81204 -0.35026
C 3.51127 0.39139 -0.19486
C 1.26043 -1.15214 0.05724
C 2.40166 1.08461 0.19936
C 1.21880 0.27072 0.28163
C -4.03443 -0.49990 -0.62213
C -0.41573 2.15076 0.69266
C -2.60577 -0.50422 -0.56176
N 0.02901 0.81992 0.44500
N -2.08345 -0.48807 0.63761
H 4.46986 -1.46046 -0.52420
H 2.57832 -2.86366 -0.54572
H 4.36623 1.02712 -0.22757
H 0.88742 -1.66917 0.93351
H 2.41466 2.10579 0.39334
H -4.42839 -1.27089 -1.25260
H -4.40914 0.40916 -1.01825
H -4.45876 -0.62235 0.36643
H 0.05378 2.79533 -0.05280
H -1.53587 2.15847 0.26830
H -0.35148 2.51144 1.73296
H -2.04422 -0.68871 -1.43593
H -2.69386 -0.29964 1.38110
H 0.53436 -1.55224 -0.58170
H -0.83999 0.13311 0.49478
```


C6H9N | ωB97M-V/def2-TZVPD

Values from the calculation:
- energy relative to the best compared isomer or geometry (same formula, charge and spin) (kcal per mole) = 0.9
- maximum force (eV/Å) = 0.2
- HOMO level (eV) = -7.67
- orbital gap (eV) = 8.7
- charge = 0
- spin multiplicity = 1
- LUMO energy (eV) = 1.04

XYZ file:
```
16
C6H9N, DFT ωB97M-V/def2-TZVPD
C 1.90529 1.60451 0.54696
C 0.89630 0.68859 -0.06939
C 0.82208 0.13416 -1.32276
C -0.32994 -0.70498 -1.36163
C -0.92807 -0.64538 -0.12647
C -2.06817 -1.41656 0.45857
N -0.17365 0.20550 0.64617
H 2.08672 1.34420 1.59640
H 2.85960 1.51038 0.02244
H 1.61424 2.66101 0.51144
H 1.53353 0.30462 -2.12199
H -0.66565 -1.31177 -2.19445
H -2.56996 -0.86492 1.26168
H -2.81988 -1.64697 -0.30050
H -1.72759 -2.36977 0.88205
H -0.43485 0.50739 1.57149
```


C8H8FO18Pb | ωB97M-V/def2-TZVPD

Values from the calculation:
- energy relative to the best compared isomer or geometry (same formula, charge and spin) (kcal per mole) = 0.0
- maximum force (eV/Å) = 5.3
- HOMO level (eV) = 1.25
- orbital gap (eV) = 4.1
- charge = -3
- spin multiplicity = 1
- LUMO energy (eV) = 5.32

XYZ file:
```
36
C8H8FO18Pb, DFT ωB97M-V/def2-TZVPD
Pb 0.65203 0.31852 0.41973
O 0.11848 -0.73676 -1.88138
C 1.33196 -0.50633 -2.48845
O 2.06755 0.27773 -1.86682
O 1.62080 -1.17482 -3.51367
H -0.18069 -1.35250 -2.57759
O 0.19956 4.65186 -1.63130
C 0.85683 3.54777 -1.11713
O 0.28432 2.83848 -0.24813
O 2.03362 3.41078 -1.50791
H 0.84140 4.71169 -2.36868
O 0.62423 -1.24172 4.94279
C 1.38838 -0.61594 3.97126
O 2.52643 -1.09131 3.78120
O 0.79657 0.09470 3.09786
H 1.30380 -1.84947 5.26969
O 0.06531 -2.27887 0.31321
C 1.35768 -2.75172 0.25964
O 2.19729 -1.99629 0.79169
O 1.59593 -3.85942 -0.26586
H -0.32147 -3.12620 0.02764
O 3.76411 2.84816 1.79138
C 3.84420 1.75522 0.97025
O 3.07868 0.78708 1.18200
O 4.57612 1.80913 -0.06431
H 4.25380 3.51801 1.29811
C -3.95838 -0.99799 -1.78909
C -5.10309 -0.64595 -0.81466
O -4.36918 -0.61548 0.43919
C -3.01069 -0.66889 0.23222
O -2.12961 -0.63881 1.01108
O -2.78733 -0.63827 -1.09939
F -6.06997 -1.57995 -0.88532
H -4.04430 -0.48536 -2.74528
H -3.90074 -2.07224 -1.97523
H -5.50364 0.35515 -0.95877
```


C24H29F3N9O2TeTi | ωB97M-V/def2-TZVPD

Values from the calculation:
- energy relative to the best compared isomer or geometry (same formula, charge and spin) (kcal per mole) = 54.5
- maximum force (eV/Å) = 2.6
- HOMO level (spin up / spin down) (eV) = -9.58 / -9.61
- orbital gap (spin up / spin down) (eV) = 6.4 / 6.5
- charge = +1
- spin multiplicity = 1
- LUMO energy (spin up / spin down) (eV) = -3.19 / -3.07

XYZ file:
```
69
C24H29F3N9O2TeTi, DFT ωB97M-V/def2-TZVPD
Ti 0.22437 -0.36625 -1.81783
C -1.59223 -2.13918 -0.03132
C -2.53648 -1.12594 -0.75499
N -1.83241 -0.82220 -1.98702
C -2.28137 0.01765 -3.09456
C -0.99775 0.09204 -3.91031
C -0.65767 1.12959 -4.73051
C 0.65040 1.23135 -5.22582
C 1.58684 0.31123 -4.78339
C 1.19775 -0.73101 -3.96153
C 2.11133 -1.80601 -3.44196
N 1.88560 -1.85301 -1.98008
C 1.78964 -3.17456 -1.34392
C 0.69216 -3.12523 -0.26208
N -0.38663 -2.33774 -0.85380
N -0.13552 -0.98731 -3.66749
H -2.11205 -3.09321 0.12948
H -1.30128 -1.75112 0.94825
H -2.70812 -0.23083 -0.15216
H -3.51532 -1.58707 -0.95225
H -1.83685 -1.75368 -2.48812
H -2.57998 1.02444 -2.78334
H -3.10930 -0.44514 -3.65607
H -1.38599 1.90007 -4.94475
H 0.92438 2.03756 -5.88454
H 2.62883 0.41897 -5.04525
H 3.15697 -1.59585 -3.69314
H 1.83591 -2.77483 -3.88582
H 2.63951 -1.31001 -1.55787
H 2.74050 -3.50184 -0.90630
H 1.49713 -3.91087 -2.10110
H 1.04729 -2.65441 0.65881
H 0.37014 -4.14725 -0.01558
H -0.66669 -2.90694 -1.69005
F 1.18837 4.03640 -1.29115
C 1.35211 3.25873 -2.37826
F 2.61283 3.37752 -2.78317
F 0.56004 3.75481 -3.33522
C 0.97253 1.82065 -2.04945
O 1.82773 0.91904 -1.93098
O -0.24590 1.54537 -1.92636
C -1.31840 1.85522 0.82010
C -0.05108 1.11456 1.02559
N 0.45470 0.14778 0.27127
C 1.65559 -0.18754 0.84596
C 1.85795 0.56229 1.95935
N 0.77487 1.38765 2.06908
C 0.58779 2.36827 3.11777
N -0.41781 1.97681 4.05012
N -1.67033 2.48406 3.95497
N -2.40314 2.03146 4.87133
C -1.67962 1.17228 5.64733
C -2.03047 0.40888 6.76007
C -1.05602 -0.40043 7.29432
C 0.23908 -0.45145 6.76116
C 0.61170 0.30463 5.67092
C -0.36716 1.11633 5.11539
H -1.70354 1.66776 -0.17958
H -1.14803 2.92567 0.92411
H -2.06535 1.58282 1.56767
H 2.31654 -0.92927 0.43999
H 2.67144 0.58422 2.65323
H 0.26886 3.31937 2.67872
H 1.54778 2.50346 3.62638
H -3.02648 0.46616 7.16658
H -1.28485 -1.02035 8.14756
H 0.96873 -1.09983 7.22376
H 1.61478 0.26367 5.27698
Te -0.95836 -2.89841 -4.19914
```


C26H42BLiN9O6P | ωB97M-V/def2-TZVPD

Values from the calculation:
- energy relative to the best compared isomer or geometry (same formula, charge and spin) (kcal per mole) = 6.8
- maximum force (eV/Å) = 0.6
- HOMO level (spin up / spin down) (eV) = -5.96 / -6.05
- orbital gap (spin up / spin down) (eV) = 8.5 / 7.1
- charge = -1
- expectation value of S² = 0.76
- spin multiplicity = 2
- LUMO energy (spin up / spin down) (eV) = 2.54 / 1.01

XYZ file:
```
86
C26H42BLiN9O6P, DFT ωB97M-V/def2-TZVPD
Li -0.45316 0.23274 -0.88653
C -1.02960 -1.15927 -4.67592
C -0.41968 -2.07255 -3.65444
C -0.21843 -3.46445 -3.75540
C 0.35750 -3.81579 -2.55832
N 0.49094 -2.69597 -1.81660
N 0.01312 -1.62134 -2.48398
B 0.89204 -2.64282 -0.32124
N 1.96236 -1.56171 -0.04103
C 2.96313 -1.61024 0.85774
C 3.47806 -0.34068 0.99734
C 2.69670 0.45592 0.14221
C 2.77182 1.92649 -0.12144
N 1.78578 -0.28486 -0.47499
N -0.36234 -2.33583 0.54695
C -0.64484 -2.69790 1.81334
C -1.80722 -2.06825 2.19330
C -2.16690 -1.28779 1.07961
C -3.29867 -0.32258 0.94272
N -1.29929 -1.46408 0.09064
N 1.42990 -4.03376 0.05714
C 0.71406 -5.11969 0.43251
C 1.54019 -6.21527 0.36934
C 2.77122 -5.69870 -0.09112
C 4.04270 -6.43631 -0.37150
N 2.69068 -4.39511 -0.29156
H -1.71287 -1.71816 -5.31568
H -1.57810 -0.35315 -4.19389
H -0.27604 -0.70572 -5.32890
H -0.46491 -4.11077 -4.58223
H 0.68435 -4.77708 -2.19591
H 3.24951 -2.53971 1.31983
H 4.28576 -0.02505 1.63736
H 3.12044 2.45913 0.76305
H 3.46523 2.14714 -0.93882
H 1.78142 2.31507 -0.36203
H 0.00510 -3.35709 2.36487
H -2.31167 -2.14126 3.14296
H -4.20725 -0.72275 1.39558
H -3.05646 0.62607 1.42904
H -3.49043 -0.11852 -0.11064
H -0.32407 -5.03833 0.70521
H 1.30066 -7.23600 0.61925
H 4.13406 -7.31238 0.27103
H 4.07726 -6.77667 -1.40866
H 4.90168 -5.78755 -0.20569
N 1.98753 0.26365 -3.41305
C 1.70127 1.51422 -3.85302
C -0.08177 1.99388 -3.51451
O -0.32335 2.88923 -4.28180
O -0.53326 1.31970 -2.62993
H 1.88220 0.06955 -2.41254
H 1.62824 -0.50831 -3.95772
H 1.74861 1.64863 -4.92712
H 2.15512 2.31906 -3.28041
C -4.05711 4.33071 -0.36771
C -2.58818 4.40636 0.01780
C -1.71629 4.33002 -1.22984
C -2.30256 5.67901 0.80802
O -2.38642 3.27121 0.87783
P -0.92729 2.66325 1.22522
O 0.09759 3.72701 1.39626
O -0.62202 1.54789 0.26928
O -1.39418 2.03061 2.64096
C -0.47663 1.59766 3.65913
C 0.65602 0.77388 3.06308
C 0.06313 2.81811 4.39818
C -1.32234 0.74002 4.58818
H -4.33346 5.18942 -0.98365
H -4.67717 4.32254 0.53056
H -4.24966 3.41495 -0.92997
H -1.96784 5.14844 -1.90753
H -1.87329 3.38326 -1.74548
H -0.65962 4.40460 -0.96545
H -2.46093 6.55709 0.17625
H -1.27139 5.66404 1.16077
H -2.96830 5.74063 1.67201
H 1.26701 1.38726 2.40146
H 0.25922 -0.06212 2.48318
H 1.29046 0.38424 3.86239
H 0.57875 3.47566 3.69840
H 0.75349 2.50291 5.18511
H -0.76139 3.37171 4.85373
H -1.65173 -0.16273 4.06990
H -2.20245 1.30119 4.90814
H -0.74372 0.45414 5.46942
```


Computed values of calculated total energy (unit: eV) for the preceding records, in sequence: -12551.0013, -8833.9627, -12547.6980, -7858.1187, -53246.4026, -81420.9018, -63521.2846.